# 1
{"formula": "H2N4O3", "method": "ωB97M-V/def2-TZVPD", "homo_ev": [-9.98, -9.98], "e_above_lowest_ev": 1.789, "smiles": "NN(N=O)[N+](=O)[O-]", "charge": 0, "homo_lumo_gap_ev": [9.1, 9.1], "e_tot_ev": -12128.23756, "symbols": ["N", "N", "N", "N", "O", "O", "O", "H", "H"], "xyz": [[-1.1014, -1.4052, 0.0208], [1.2109, -0.2635, 0.1832], [-0.1243, -0.1642, -0.0756], [-0.7627, 1.0657, -0.0708], [-0.5349, -2.4151, 0.1324], [-1.9422, 1.0619, -0.2446], [-0.0369, 2.0124, 0.1192], [1.5379, 0.6207, 0.5780], [1.7535, -0.5127, -0.6426]], "nbo_charge": [0.3502, -0.6523, -0.1205, 0.6307, -0.2106, -0.3568, -0.4130, 0.4002, 0.3721]}

=====

# 2
{"formula": "C16H32MnNPSi", "method": "ωB97M-V/def2-TZVPD", "homo_ev": [-4.21, -7.12], "e_above_lowest_ev": 0.000, "charge": 0, "homo_lumo_gap_ev": [4.9, 7.5], "multiplicity": 6, "e_tot_ev": -67083.83541, "symbols": ["C", "C", "C", "C", "C", "C", "C", "C", "N", "Mn", "C", "P", "H", "H", "H", "H", "H", "H", "H", "H", "C", "C", "H", "C", "C", "H", "H", "H", "H", "H", "H", "H", "H", "H", "H", "H", "H", "H", "H", "C", "Si", "C", "C", "H", "H", "H", "H", "H", "H", "H", "H", "H"], "xyz": [[3.5756, -3.2814, 0.5091], [3.8837, -2.0715, 1.1224], [3.1294, -0.9025, 0.8518], [2.0113, -1.0074, 0.0139], [1.6841, -2.2351, -0.5779], [2.4652, -3.3771, -0.3228], [3.5866, 0.4353, 1.4076], [2.8640, 1.7162, 0.9280], [2.4467, 1.6747, -0.5492], [0.7807, 0.5680, -0.6499], [0.4908, -2.3297, -1.5244], [-0.1228, -0.6627, -2.1887], [4.7136, -2.0177, 1.8261], [2.2130, -4.2984, -0.8410], [4.1812, -4.1574, 0.6848], [-0.4017, -2.7653, -1.0121], [0.7222, -2.9240, -2.4402], [3.4781, 0.4359, 2.5059], [4.6817, 0.5498, 1.2679], [1.9794, 1.9620, 1.5440], [-1.8486, -1.1410, -2.5302], [0.7519, -0.6310, -3.7970], [3.5797, 2.5561, 0.9922], [3.5814, 1.2297, -1.4141], [2.0825, 3.0618, -1.0022], [-0.7077, -0.6351, 0.8273], [4.2920, 2.0671, -1.3894], [4.0958, 0.3720, -1.0058], [3.2324, 1.0322, -2.4343], [2.9877, 3.5185, -1.4282], [1.3011, 3.0310, -1.7727], [1.7595, 3.6767, -0.1467], [0.2931, -1.3401, -4.5046], [0.7006, 0.3853, -4.1965], [1.8104, -0.8887, -3.6500], [-1.9040, -1.9504, -3.2662], [-2.3500, -1.4538, -1.6131], [-2.4046, -0.2876, -2.9223], [0.2707, 1.3290, -2.1054], [-0.9399, 1.2920, 2.6587], [-1.0052, -0.5355, 2.2852], [0.2244, -1.6546, 3.1667], [-2.7799, -1.1235, 2.0715], [0.0956, 1.6628, 2.6261], [-1.3742, 1.4675, 3.6781], [-1.5382, 1.8148, 1.8886], [-0.1403, -2.0363, 4.1387], [0.4679, -2.5281, 2.5318], [1.1805, -1.1320, 3.3418], [-3.2907, -1.3044, 3.0276], [-3.3369, -0.3480, 1.5150], [-2.8038, -2.0538, 1.4809]], "nbo_charge": [-0.2451, -0.1783, -0.0795, -0.5199, -0.0560, -0.2203, -0.4456, -0.2174, -0.5473, 1.0867, -0.7344, 0.8290, 0.1897, 0.2014, 0.2068, 0.2244, 0.2138, 0.2237, 0.2140, 0.1981, -0.9315, -0.9454, 0.1967, -0.4133, -0.4485, -0.2592, 0.1780, 0.2285, 0.2160, 0.1851, 0.2474, 0.2018, 0.2287, 0.2476, 0.2430, 0.2249, 0.2415, 0.2395, -0.5049, -1.1180, 1.4310, -1.1130, -1.0986, 0.2307, 0.2419, 0.2455, 0.2394, 0.2632, 0.2483, 0.2295, 0.2396, 0.2405]}

=====

# 3
{"formula": "C3H12N2O2", "method": "ωB97M-V/def2-TZVPD", "homo_ev": -8.27, "e_above_lowest_ev": 1.859, "smiles": "NCCNCO.O", "charge": 0, "homo_lumo_gap_ev": 8.8, "e_tot_ev": -10379.69066, "symbols": ["C", "N", "C", "O", "C", "N", "H", "H", "H", "H", "H", "H", "H", "H", "H", "H", "H", "H", "O"], "xyz": [[0.6318, -0.1834, 1.4808], [0.5342, 0.9586, 0.5792], [-0.7846, 1.2955, 0.2538], [-1.1953, 0.5602, -1.0097], [-0.3439, -1.3641, 1.4745], [-0.2508, -2.0551, 0.2407], [0.7206, 0.1722, 2.5332], [1.5917, -0.6967, 1.3801], [1.1396, 0.9342, -0.2261], [-1.5048, 1.0497, 1.0469], [-0.9973, 2.3676, 0.0856], [-1.3792, 1.2571, -1.6444], [-0.0702, -2.0642, 2.2688], [-1.3615, -1.0505, 1.7425], [-0.5526, -1.6383, -0.6231], [-0.2210, -3.0541, 0.1696], [1.3691, 0.9598, -4.0197], [1.0374, 1.5619, -2.6300], [1.6367, 0.9897, -3.1028]], "nbo_charge": [-0.2298, -0.6409, 0.0792, -0.7745, -0.2265, -0.8917, 0.1729, 0.2079, 0.3838, 0.1774, 0.1560, 0.4613, 0.2031, 0.1567, 0.3925, 0.3724, 0.4729, 0.4652, -0.9378]}